A single C20H28N4O3S molecule. Source: the OMol25 dataset; level of theory: ωB97M-V/def2-TZVPD.

Structure (XYZ):
```
56
Properties=species:S:1:pos:R:3
C 2.44047 3.65490 -0.10760
C 1.32321 2.99621 -0.88435
S 0.09251 2.41085 0.30179
O 0.67526 1.37380 1.10915
O -0.49578 3.53131 0.97533
N -1.07381 1.78118 -0.72555
C -1.12505 0.34589 -0.86661
C -1.87386 -0.34256 0.30247
C -3.34651 -0.02685 0.16748
C -4.20839 -0.83357 -0.56628
C -5.53674 -0.46450 -0.69348
C -5.95488 0.71111 -0.08823
N -5.14842 1.48497 0.61641
C -3.88503 1.12065 0.74519
N -1.67383 -1.77760 0.45466
C -1.22831 -2.58201 -0.67372
C 0.21547 -3.10460 -0.47194
N 1.03784 -2.15896 0.23431
C 1.91089 -1.31146 -0.41146
C 1.86034 -1.09699 -1.79154
C 2.73065 -0.23016 -2.43102
C 3.67330 0.46341 -1.70185
C 3.76716 0.24901 -0.33301
C 2.92860 -0.63991 0.31441
O 3.06151 -0.95985 1.63892
C 3.76555 -0.07551 2.47320
C 0.54376 -1.84906 1.56754
C -0.96150 -2.15944 1.65502
H 2.03900 4.47072 0.48890
H 3.20768 4.04194 -0.77462
H 2.88971 2.92519 0.56116
H 1.66120 2.12201 -1.43327
H 0.79912 3.68653 -1.53664
H -1.97219 2.20948 -0.55443
H -1.60616 0.12375 -1.82477
H -0.08822 0.01263 -0.88877
H -1.50427 0.14781 1.20971
H -3.84070 -1.74217 -1.01737
H -6.23153 -1.07367 -1.25116
H -6.97975 1.04987 -0.16328
H -3.27087 1.77841 1.35035
H -1.30006 -2.00865 -1.59648
H -1.89923 -3.44931 -0.76401
H 0.18408 -4.02195 0.12818
H 0.66966 -3.36121 -1.42822
H 1.11337 -1.59892 -2.38740
H 2.65165 -0.09048 -3.49925
H 4.34686 1.15555 -2.18380
H 4.53347 0.76713 0.22176
H 3.36938 0.94154 2.39198
H 3.60922 -0.44221 3.48700
H 4.84000 -0.07411 2.25772
H 1.08925 -2.42706 2.32384
H 0.69913 -0.78694 1.75971
H -1.39272 -1.63641 2.50998
H -1.13151 -3.22972 1.80391
```

Computed properties:
**Energy above the lowest of the compared OMol25 structures with the same formula, charge and spin**: 88.8 kcal per mole
**Highest occupied orbital energy**: -7.4 eV
**E**: -44131.410 eV
**Multiplicity**: 1
**Molar mass**: 404.536 g/mol
**Kohn-Sham gap**: 8.061 eV


2 unconnected molecules or ions with the total composition H4N5 in a non-equilibrium geometry. Source: the OMol25 dataset; level of theory: ωB97M-V/def2-TZVPD.

Structure (XYZ):
```
9
Properties=species:S:1:pos:R:3
N -0.44738 1.03722 -2.45783
N 0.99526 0.21785 -0.18274
N -0.71516 0.31117 -1.63785
N -0.26878 -0.88425 1.48933
N 0.71655 -0.18440 0.91294
H -0.26575 1.69353 -3.18176
H -0.86002 -1.46004 0.92386
H -0.52724 -0.78690 2.46211
H 1.37252 0.05581 1.67195
```

Computed properties:
**Energy above the lowest of the compared OMol25 structures with the same formula, charge and spin**: 102.6 kcal per mole
**Highest occupied orbital energy**: -13.2 eV
**E**: -7502.834 eV
**Multiplicity**: 1
**Molar mass**: 74.067 g/mol
**Kohn-Sham gap**: 7.760 eV
**Charge**: +1


A molecular structure, C10H15CaO10 in a non-equilibrium geometry. Source: the OMol25 dataset; level of theory: ωB97M-V/def2-TZVPD.

Structure (XYZ):
```
36
Properties=species:S:1:pos:R:3
Ca 0.26530 0.03945 -0.39013
C 3.87563 -2.60721 -1.23243
C 2.53812 -1.95606 -0.81105
O 2.09483 -2.19489 0.32313
O 1.96558 -1.14387 -1.58649
H 4.71450 -2.01678 -0.86248
H 3.87927 -2.64891 -2.32710
H 4.00279 -3.64768 -0.92617
C -0.47346 -0.21238 4.34166
C -0.27972 0.08620 2.83684
O 0.06746 -0.82796 2.05021
O -0.73390 1.21043 2.53641
H -0.38352 0.66736 4.97746
H 0.21886 -0.98816 4.71305
H -1.41221 -0.73034 4.56941
C -3.29982 1.80271 -2.12660
C -2.02660 1.27954 -1.50574
O -1.78154 1.37292 -0.29694
O -1.21354 0.69048 -2.29370
H -3.39697 2.87626 -1.92996
H -4.18086 1.31262 -1.69720
H -3.44826 1.68191 -3.20135
C -3.00001 -1.99287 -1.42510
C -1.97319 -2.51261 -0.43774
O -2.24651 -3.59042 0.18149
O -0.81970 -2.00839 -0.40293
H -3.55312 -2.86678 -1.78157
H -2.68734 -1.38160 -2.26703
H -3.70626 -1.44902 -0.78479
C 3.02913 3.30636 0.39657
C 1.60452 2.85518 0.02943
O 1.35131 2.00073 -0.88104
O 0.71591 3.32550 0.75210
H 3.48174 2.67891 1.16792
H 3.11223 4.33191 0.76331
H 3.69934 3.25745 -0.47147
```

Computed properties:
**Energy above the lowest of the compared OMol25 structures with the same formula, charge and spin**: 0.0 kcal per mole
**Highest occupied orbital energy**: 1.0 eV
**E**: -49530.041 eV
**Multiplicity**: 1
**Molar mass**: 335.298 g/mol
**Kohn-Sham gap**: 6.460 eV
**Charge**: -3


A gas-phase ion, C12H18N2P (charge +1) in a non-equilibrium geometry. Source: the OMol25 dataset; level of theory: ωB97M-V/def2-TZVPD.

Structure (XYZ):
```
33
Properties=species:S:1:pos:R:3
C 2.32453 -1.94857 0.40462
C 1.62331 -2.43368 1.69182
P -0.00075 -1.60937 1.83415
C -1.11441 -2.27421 0.53833
C -0.71857 -1.84729 3.46208
C 0.40284 0.14245 1.72800
N 0.27053 0.61785 0.60101
C 0.26861 1.25077 -0.50920
C 1.62665 1.47838 -1.11010
C 1.80844 2.24470 -2.20522
C 0.73404 3.13608 -2.66137
C -0.47653 2.93355 -2.15289
C -0.88526 1.96418 -1.21239
N -2.04253 1.55810 -0.83691
C -3.17974 2.03444 -1.61963
H 1.85908 -2.25305 -0.51661
H 2.61406 -0.83997 0.54740
H 3.21162 -2.50394 0.47020
H 2.20374 -2.38636 2.66094
H 1.36941 -3.55407 1.38234
H -0.58772 -2.27919 -0.48188
H -2.04592 -1.63061 0.56559
H -1.15563 -3.30107 0.89772
H 0.07830 -1.58420 4.23786
H -1.01714 -2.86915 3.56070
H -1.53053 -1.09952 3.54539
H 2.36691 0.78655 -0.72593
H 2.75232 2.31837 -2.61144
H 0.89231 3.86340 -3.36389
H -1.24958 3.53601 -2.75130
H -4.08747 1.50878 -1.23392
H -3.31886 3.08162 -1.45001
H -2.99603 1.95900 -2.68548
```

Computed properties:
**Energy above the lowest of the compared OMol25 structures with the same formula, charge and spin**: 76.3 kcal per mole
**Highest occupied orbital energy (spin up / spin down)**: -11.1 / -11.1 eV
**E**: -24994.793 eV
**Multiplicity**: 1
**Molar mass**: 221.264 g/mol
**Kohn-Sham gap (spin up / spin down)**: 6.954 / 6.953 eV
**Charge**: +1


A molecular structure, C19H34Cl34F24NO4P3S2V in a non-equilibrium geometry. Source: the OMol25 dataset; level of theory: ωB97M-V/def2-TZVPD.

Structure (XYZ):
```
122
Properties=species:S:1:pos:R:3
V 0.89336 1.50863 1.85025
P 4.17788 -0.21399 4.79297
F 4.76249 0.67012 3.58179
F 2.82967 -0.65420 3.95922
F 5.05210 -1.47540 4.31298
F 3.57338 -1.05475 6.08456
F 5.25764 0.10338 5.95566
F 3.53336 1.15471 5.22944
P 3.51747 2.72262 1.20300
F 2.62092 1.60974 0.52980
F 4.80114 1.80240 1.10208
F 3.96795 3.25843 -0.31136
F 4.44435 3.85407 1.82035
F 2.11345 3.62630 1.16330
F 3.04141 2.01340 2.52551
P -0.34053 2.50115 4.37165
F 0.75425 3.28110 3.49980
F -1.13014 2.31633 2.97927
F 0.45192 1.12563 3.86813
F -1.41905 1.61513 5.15380
F 0.59257 2.74312 5.70076
F -1.07348 3.91035 4.78044
C -0.33557 1.84798 -2.05213
F 0.99880 1.93472 -1.88602
F -0.80191 2.79798 -2.80058
F -0.63768 0.64890 -2.55740
S -1.14754 1.93256 -0.27487
O -0.41475 2.96464 0.44864
O -2.51716 2.23856 -0.39875
N -0.48941 0.58412 0.59685
S -1.58970 -0.59313 0.51819
O -2.13605 -0.83129 1.85884
O -2.53486 -0.51272 -0.62071
C -0.43316 -2.13363 0.16103
F 0.09596 -2.09773 -1.09015
F 0.62063 -2.07488 1.06151
F -1.19267 -3.25605 0.32167
C -2.36566 2.22231 -6.29948
Cl -2.94117 2.80087 -4.64351
Cl -1.86527 3.58524 -7.35986
H -1.53254 1.52492 -6.21201
H -3.26547 1.77968 -6.72668
C 3.44732 -2.20148 -0.39550
Cl 2.77379 -0.95413 -1.48842
Cl 3.84637 -1.59599 1.20815
H 2.84299 -3.10304 -0.29534
H 4.43345 -2.45041 -0.78752
C -4.78730 -5.73607 0.36608
Cl -3.05737 -5.58400 0.75266
Cl -4.98643 -6.69315 -1.11046
H -5.32633 -6.34492 1.09191
H -5.33151 -4.79402 0.29908
C -2.22684 5.85210 -1.14306
Cl -0.81194 6.18363 -2.23664
Cl -3.20811 7.31411 -1.11995
H -2.80924 5.01306 -1.52376
H -1.83873 5.57073 -0.16413
C 3.24448 5.20417 -4.35827
Cl 1.69952 5.62917 -5.14394
Cl 3.26803 3.64923 -3.54766
H 4.01855 5.21208 -5.12563
H 3.54288 5.91435 -3.58709
C 0.44552 -1.66681 -5.09215
Cl 2.10318 -1.57476 -4.48097
Cl 0.32648 -2.42017 -6.77884
H -0.00344 -2.27080 -4.30366
H -0.00537 -0.67454 -5.10624
C -4.40888 1.20451 3.01162
Cl -4.35002 3.02555 3.09755
Cl -5.03169 0.56081 1.45028
H -3.45003 0.70764 3.15938
H -4.98513 0.82068 3.85346
C -3.47031 -1.77663 6.33806
Cl -1.88146 -1.83982 5.52611
Cl -4.81932 -2.08690 5.27996
H -3.41404 -2.48301 7.16628
H -3.53750 -0.76414 6.73612
C -1.54752 7.42759 2.70775
Cl -2.62239 6.09941 2.62440
Cl 0.06871 7.00570 3.33431
H -1.47673 7.73520 1.66445
H -1.98538 8.26950 3.24398
C 0.78909 -4.51600 5.80311
Cl 1.19077 -6.01762 6.63344
Cl 1.52436 -4.48086 4.16736
H -0.29798 -4.56047 5.73663
H 1.10649 -3.68748 6.43629
C 0.73344 -6.95627 0.74938
Cl 1.34738 -5.26589 0.79850
Cl 1.54259 -8.09219 1.76388
H -0.27529 -7.06319 1.14829
H 0.62280 -7.30523 -0.27732
C -4.62456 -1.88914 -2.86816
Cl -5.49854 -2.48741 -1.46741
Cl -3.28522 -3.06988 -3.29043
H -5.35638 -1.96943 -3.67195
H -4.21196 -0.90947 -2.62709
C -1.55134 -6.50330 -3.68476
Cl -0.25749 -5.93855 -2.66002
Cl -0.81037 -7.52345 -4.95198
H -2.17538 -7.16092 -3.07959
H -2.15015 -5.68172 -4.07787
C 6.22125 0.68290 -2.09690
Cl 7.71659 0.92186 -3.00694
Cl 6.46936 -0.18569 -0.51779
H 5.80418 1.67841 -1.94486
H 5.54126 0.12471 -2.74044
C -5.90103 3.63741 -0.77901
Cl -7.22516 4.29639 -1.75883
Cl -5.42777 5.00587 0.23981
H -6.22799 2.88143 -0.06508
H -5.04625 3.38838 -1.40785
C 4.52075 -5.36162 2.21248
Cl 5.27789 -4.94739 0.62764
Cl 5.28140 -4.37627 3.49119
H 3.49102 -5.01454 2.12704
H 4.48385 -6.44095 2.36013
C 2.76792 2.35361 -7.91762
Cl 1.81078 1.59879 -6.60584
Cl 4.28658 3.06087 -7.23551
H 3.02172 1.47944 -8.51722
H 2.14625 3.12913 -8.36508
```

Computed properties:
**<S²>**: 3.7527
**Highest occupied orbital energy (spin up / spin down)**: -5.1 / -6.1 eV
**E**: -596161.177 eV
**Multiplicity**: 4
**Molar mass**: 2209.838 g/mol
**Kohn-Sham gap (spin up / spin down)**: 7.734 / 8.747 eV
**Charge**: -2


A single C2HClF4 molecule in a non-equilibrium geometry. Source: the OMol25 dataset; level of theory: ωB97M-V/def2-TZVPD.

Structure (XYZ):
```
8
Properties=species:S:1:pos:R:3
F 1.70840 0.30528 0.21738
C 0.38235 0.64065 0.22641
F 0.15010 1.08614 1.49189
C -0.47082 -0.54893 -0.23737
F -1.67954 -0.14991 -0.63511
F 0.06660 -0.93987 -1.43627
Cl -0.42691 -1.81632 1.01573
H 0.26982 1.42295 -0.64266
```

Computed properties:
**Energy above the lowest of the compared OMol25 structures with the same formula, charge and spin**: 14.7 kcal per mole
**Highest occupied orbital energy**: -12.2 eV
**E**: -25482.231 eV
**Multiplicity**: 1
**Molar mass**: 136.475 g/mol
**Kohn-Sham gap**: 12.955 eV